Entry 1:
# C36H44BMoN7S3

A structure of composition C36H44BMoN7S3 (wB97M-V/def2-TZVPD, the OMol25 dataset).

## Properties
total charge: +2
LUMO level (spin up / spin down): -6.82 / -6.20 eV
⟨S²⟩: 2.03
spin multiplicity: 3
relative energy (zero: lowest compared OMol25 entry of this formula, charge and spin): 0.1 kcal per mole
gap between HOMO and LUMO (spin up / spin down): 6.069 / 6.720 eV

Each line ends with the Löwdin charge.
Positions of all 92 atoms, in Å:
Mo: -0.1508 1.0497 0.4132  0.994
C: 5.2092 -0.5792 0.9369  -0.033
C: 4.5993 -1.7482 1.7100  -0.538
C: 4.3295 -1.4111 3.1755  -0.034
C: 5.5706 -2.9253 1.6580  -0.046
N: 3.3101 -2.1588 1.0380  0.024
C: 3.1067 -3.4135 0.4876  -0.007
C: 1.8752 -3.4353 -0.0455  -0.020
N: 1.3030 -2.1921 0.1622  0.068
B: -0.0910 -1.7302 -0.2449  -0.674
N: -0.4259 -1.6384 -1.7322  0.062
C: -0.0683 -2.4798 -2.7619  -0.008
C: -0.4803 -1.9115 -3.9094  -0.008
N: -1.0780 -0.7023 -3.5958  0.038
C: -1.0584 -0.5604 -2.2588  -0.563
S: -1.8053 0.7164 -1.3106  0.743
C: -1.6064 0.1820 -4.7075  -0.525
C: -1.8534 1.6165 -4.2564  -0.071
C: -2.9022 -0.4511 -5.2066  -0.010
C: -0.5397 0.2145 -5.8058  -0.021
N: -1.2431 -2.2745 0.5875  0.071
C: -1.9342 -3.4562 0.4018  0.000
C: -2.8609 -3.5392 1.3741  0.000
N: -2.7519 -2.4038 2.1593  0.029
C: -1.7571 -1.6468 1.6604  -0.570
S: -1.1657 -0.1414 2.2946  0.704
C: -3.6161 -2.1079 3.3600  -0.537
C: -4.6246 -3.2407 3.5314  -0.041
C: -2.7319 -2.0368 4.6025  -0.029
C: -4.3758 -0.8052 3.1095  -0.028
C: 2.1944 -1.4183 0.8509  -0.550
S: 1.9953 0.2039 1.4559  0.739
H: 6.1690 -0.3276 1.3878  0.100
H: 4.5835 0.3096 0.9592  0.042
H: 5.3875 -0.8606 -0.1025  0.096
H: 5.2799 -1.1994 3.6644  0.101
H: 3.8692 -2.2598 3.6838  0.099
H: 3.6928 -0.5388 3.2953  0.038
H: 6.4959 -2.6063 2.1335  0.102
H: 5.8145 -3.2166 0.6355  0.095
H: 5.2022 -3.7902 2.2116  0.096
H: 3.8483 -4.1876 0.5217  0.125
H: 1.3552 -4.2361 -0.5421  0.128
H: 0.0620 -0.6082 0.0847  -0.057
H: 0.4623 -3.4020 -2.6028  0.128
H: -0.3904 -2.2639 -4.9191  0.133
H: -2.7064 1.7065 -3.5901  0.050
H: -2.0722 2.1995 -5.1502  0.101
H: -0.9713 2.0476 -3.7800  0.078
H: -3.6506 -0.4789 -4.4134  0.096
H: -2.7396 -1.4659 -5.5724  0.091
H: -3.2999 0.1428 -6.0289  0.103
H: 0.4123 0.5704 -5.4085  0.089
H: -0.8662 0.9069 -6.5797  0.102
H: -0.3880 -0.7502 -6.2875  0.081
H: -1.7201 -4.1296 -0.4102  0.135
H: -3.5916 -4.3021 1.5601  0.127
H: -4.1405 -4.1969 3.7339  0.096
H: -5.2852 -3.3359 2.6686  0.096
H: -5.2457 -3.0029 4.3928  0.103
H: -2.1917 -2.9741 4.7426  0.100
H: -3.3644 -1.8763 5.4748  0.102
H: -2.0140 -1.2202 4.5568  0.043
H: -4.9767 -0.8828 2.2021  0.100
H: -3.7105 0.0519 3.0218  0.041
H: -5.0491 -0.6234 3.9466  0.101
C: 2.5760 0.9856 -3.1086  -0.058
C: 2.5843 2.3475 -3.3912  -0.053
C: 1.9803 3.2301 -2.5160  -0.016
C: 1.3500 2.7680 -1.3573  -0.193
C: 1.2668 1.3831 -1.1096  -0.298
C: 1.9172 0.5162 -1.9832  -0.107
C: 0.7675 3.7129 -0.3848  -0.197
C: 1.1060 5.0798 -0.3694  0.023
C: 0.5577 5.9015 0.5697  0.043
C: -0.3584 5.3951 1.5140  -0.141
C: -0.9755 6.2072 2.4903  -0.003
C: -1.8618 5.6683 3.3781  -0.043
C: -2.1694 4.2966 3.3189  -0.039
C: -1.5824 3.4845 2.3860  -0.032
C: -0.6577 4.0163 1.4685  -0.187
N: -0.0571 3.1998 0.5352  -0.016
H: 3.0819 0.2914 -3.7682  0.116
H: 3.0758 2.7182 -4.2805  0.117
H: 1.9968 4.2870 -2.7467  0.114
H: 1.9297 -0.5490 -1.7883  0.093
H: 1.8184 5.4648 -1.0814  0.117
H: 0.8212 6.9519 0.6034  0.137
H: -0.7351 7.2625 2.5165  0.128
H: -2.3365 6.2904 4.1242  0.120
H: -2.8831 3.8813 4.0178  0.118
H: -1.8456 2.4355 2.3387  0.037

=====

Entry 2:
# C36H44BrCl28N2O5Si

A cluster of 8 separate species, C36H44BrCl28N2O5Si in total (wB97M-V/def2-TZVPD, the OMol25 dataset).

## Properties
total charge: +1
LUMO level: -3.78 eV
gap between HOMO and LUMO: 6.957 eV

Each line ends with the Löwdin charge.
Positions of all 117 atoms, in Å:
C: -0.3365 -4.0239 4.5959  -0.054
C: -0.4776 -2.6173 4.0339  -0.181
O: -1.8906 -2.2845 3.9819  -0.028
N: -2.2787 -1.4084 2.9968  0.053
C: -2.1186 -0.0959 3.2781  -0.170
C: -1.5104 0.2678 4.5879  -0.037
C: -2.4018 -0.0727 5.7712  -0.502
O: -1.9580 -0.1353 6.8767  0.156
O: -3.7048 -0.2534 5.4642  0.127
C: -2.5757 0.8127 2.3555  -0.459
Br: -2.3719 2.6526 2.6999  0.955
C: -3.2028 0.3985 1.1846  -0.056
C: -3.7586 1.4008 0.2003  -0.513
O: -4.9460 1.4649 0.0630  0.173
O: -2.8641 2.0964 -0.4995  -0.023
C: -3.1203 3.5044 -0.6656  -0.238
N: -4.0693 3.7483 -1.7320  -0.029
C: -3.3661 -0.9676 0.9418  -0.059
C: -4.1039 -1.4470 -0.2814  -0.086
C: -3.2618 -2.1604 -1.3818  -0.188
C: -1.7525 -1.9881 -1.2818  -0.181
C: -1.3196 -0.5496 -1.5883  -0.184
C: 0.1872 -0.4173 -1.8934  -0.170
C: 0.9685 0.3214 -0.7844  -0.190
C: 2.3543 -0.2817 -0.4662  -0.262
C: 3.5065 0.5229 -1.0780  -0.250
Si: 5.2031 0.2537 -0.3011  0.584
C: 5.3079 -1.2572 0.8046  -0.182
C: 6.5252 0.0318 -1.6272  -0.164
C: 5.7216 1.7461 0.7246  -0.244
C: 5.8848 3.0021 0.1310  -0.121
C: 6.2966 4.1134 0.8498  -0.078
C: 6.5433 3.9905 2.2140  -0.087
C: 6.3819 2.7597 2.8362  -0.088
C: 5.9799 1.6546 2.0951  -0.099
C: -2.8795 -1.8846 1.8825  -0.063
C: -3.0755 -3.3573 1.7337  -0.116
C: -1.8037 -4.2224 1.5801  -0.057
H: 0.5285 -4.0365 5.2560  0.078
H: -0.1537 -4.7648 3.8318  0.022
H: -1.2078 -4.2489 5.2066  0.100
H: 0.0094 -2.5158 3.0664  0.126
H: 0.0506 -1.9438 4.7060  0.109
H: -1.3344 1.3360 4.6562  0.043
H: -0.5620 -0.2183 4.7818  0.120
H: -4.2274 0.1337 6.1816  0.144
H: -3.4251 3.9581 0.2742  0.101
H: -2.1640 3.9382 -0.9377  0.136
H: -3.8166 4.6146 -2.1952  0.089
H: -4.9827 3.9395 -1.3346  0.062
H: -4.6828 -0.6573 -0.7441  0.111
H: -4.8365 -2.1640 0.0852  0.115
H: -3.4938 -3.2267 -1.3415  0.040
H: -3.6055 -1.8373 -2.3602  0.019
H: -1.2922 -2.6547 -2.0135  0.122
H: -1.3435 -2.2793 -0.3108  0.097
H: -1.9191 -0.1578 -2.4066  0.093
H: -1.4867 0.0303 -0.6832  0.073
H: 0.6051 -1.4223 -1.9756  0.099
H: 0.3179 0.0687 -2.8576  0.112
H: 0.3632 0.2838 0.1238  0.093
H: 1.1130 1.3526 -1.0996  0.106
H: 2.3862 -1.3206 -0.7935  0.103
H: 2.4538 -0.3057 0.6224  0.089
H: 3.2848 1.5894 -1.0080  0.068
H: 3.5646 0.2848 -2.1427  0.083
H: 5.2888 -2.1556 0.1883  0.034
H: 6.2865 -1.2475 1.2867  0.036
H: 4.5528 -1.3099 1.5860  0.024
H: 7.4477 0.4538 -1.2239  0.038
H: 6.3029 0.5904 -2.5335  -0.005
H: 6.7277 -1.0163 -1.8367  0.030
H: 5.6887 3.1259 -0.9298  -0.023
H: 6.4124 5.0760 0.3730  0.104
H: 6.8593 4.8555 2.7795  0.102
H: 6.5913 2.6755 3.8931  0.101
H: 5.8835 0.7039 2.6039  0.088
H: -3.7424 -3.5755 0.9142  0.076
H: -3.5866 -3.6901 2.6391  0.139
H: -1.7086 -4.8779 2.4361  0.068
H: -0.8894 -3.6517 1.4589  0.070
H: -1.9154 -4.8769 0.7233  0.043
C: -5.2289 -6.0150 -2.0612  -2.044
Cl: -6.3580 -7.2635 -1.5521  0.554
Cl: -6.0528 -4.4527 -2.1126  0.545
Cl: -3.8869 -5.9311 -0.8993  0.546
Cl: -4.5874 -6.3968 -3.6547  0.551
C: -4.4507 0.7086 -4.8985  -2.029
Cl: -3.1887 0.9592 -6.1048  0.541
Cl: -4.4832 -1.0034 -4.4332  0.558
Cl: -4.1239 1.6957 -3.4746  0.594
Cl: -6.0156 1.1706 -5.5604  0.537
C: 5.2508 3.6387 -4.8352  -2.024
Cl: 3.5394 3.7351 -5.2738  0.519
Cl: 6.0062 2.3171 -5.7223  0.510
Cl: 6.0485 5.1579 -5.2304  0.550
Cl: 5.3897 3.3344 -3.0922  0.587
C: 4.7942 1.0013 -9.8561  -2.057
Cl: 4.3274 1.7464 -8.3235  0.478
Cl: 3.8805 -0.4923 -10.0906  0.523
Cl: 4.4576 2.1139 -11.1835  0.530
Cl: 6.5217 0.6340 -9.8176  0.525
C: 0.4156 4.9800 4.3225  -2.050
Cl: 1.1733 6.2441 5.2774  0.562
Cl: -0.3871 3.8308 5.4094  0.517
Cl: -0.7837 5.7043 3.2351  0.499
Cl: 1.6335 4.1320 3.3690  0.531
C: 3.2510 -6.5637 4.5482  -2.061
Cl: 3.9046 -5.2483 5.5272  0.525
Cl: 2.1427 -7.5265 5.5276  0.530
Cl: 2.3615 -5.8864 3.1692  0.515
Cl: 4.5609 -7.5758 3.9550  0.549
C: -8.4359 5.4140 -3.0848  -2.065
Cl: -7.5212 6.8431 -2.5817  0.514
Cl: -7.3170 4.0793 -3.3745  0.507
Cl: -9.5697 4.9657 -1.8077  0.527
Cl: -9.3236 5.7759 -4.5637  0.539

=====

Electronic energy in eV, matching the order above: -83507.1387; -479802.8124
Max |F| in hartree/bohr, matching the order above: 0.0066; 0.0247